Density functional theory data (the ωB97M-V functional and the def2-TZVPD basis) for a cluster of 3 separate species, C4H16NO3 in total.

Output
- charge = +1
- largest force on an atom (eV Å⁻¹) = 2.2
- ΔE to the lowest compared entry with this formula, charge and spin (kJ/mol) = 44.93
- total energy (a.u.) = -442.247488
- Kohn-Sham gap (hartree) = 0.421
- E_LUMO (eV) = -2.89

CARTESIAN COORDINATES (ANGSTROEM)
C  1.228  1.396  -0.595
C  0.545  0.014  -0.684
C  -0.667  0.244  -1.600
C  -0.903  -0.981  -2.514
O  -1.181  -2.028  -1.577
N  0.024  -0.460  0.645
H  1.962  1.407  0.213
H  0.457  2.099  -0.285
H  1.719  1.590  -1.537
H  1.211  -0.772  -1.024
H  -1.630  0.372  -1.104
H  -0.521  1.130  -2.200
H  -1.817  -0.831  -3.084
H  -0.005  -1.111  -3.130
H  -1.446  -2.817  -2.055
H  -0.676  0.231  0.927
H  -0.544  -1.302  0.540
H  0.686  -0.602  1.429
H  0.568  -2.443  2.971
H  1.701  -1.588  3.622
O  0.985  -1.583  2.963
H  -1.046  2.116  3.011
H  -0.010  3.255  2.738
O  -0.640  2.665  2.330